Entry 1:
80
Properties=species:S:1:pos:R:3:mulliken_charge:R:1 method="wB97M-V/def2-TZVPD" s_squared=2.017 de_lowest_kcal_mol=74.4 gap_ha="0.2617 / 0.1746" spin_multiplicity=3 total_charge=+2
H 1.375 2.435 -4.266 0.304
H -3.445 -5.754 0.578 0.406
H 1.581 -4.639 -0.634 0.348
H 2.773 0.027 -2.107 -1.183
N 0.006 3.936 1.775 -0.170
C -0.902 2.174 -1.560 0.127
C -6.196 -4.104 2.676 -0.328
H 2.687 1.652 -1.567 0.751
H -1.826 1.694 -1.222 0.451
C -4.212 -5.274 1.174 -0.399
C -0.635 6.185 1.324 0.388
H 2.049 -1.417 -2.834 0.279
H 2.738 -4.539 0.758 0.399
C 2.906 -1.051 -2.234 0.911
C -1.469 6.181 2.454 -0.200
C -1.522 5.037 3.257 -0.995
H -2.368 -0.432 -2.446 0.264
H -2.196 0.314 0.515 0.669
N -6.234 -5.418 2.436 -0.528
H 4.302 -0.062 0.052 0.376
C 0.133 -0.740 3.451 -0.711
H 4.969 -0.660 -2.709 0.380
H 2.602 1.172 -3.982 0.136
H -0.672 3.046 3.492 0.229
H 3.220 -0.396 1.388 0.152
H -2.066 7.055 2.680 0.498
C -2.087 -2.312 0.820 -0.393
H 4.775 -2.116 2.299 0.354
C -2.971 -3.180 0.843 0.131
C 0.241 0.571 2.928 -0.424
N -0.490 8.184 -0.353 -0.431
H -0.418 1.900 1.416 0.582
C -0.725 3.946 2.881 0.127
H 0.765 4.988 0.174 0.483
C -5.157 -3.308 2.178 -0.328
H -2.173 4.926 4.115 0.414
H 0.029 -1.278 -2.852 0.309
P 2.810 -1.837 -0.555 0.512
C -5.281 -6.014 1.707 -0.338
C -1.762 -0.313 -3.350 -1.406
H 0.955 -4.796 1.042 0.413
P 0.373 0.835 -1.635 1.439
C -1.459 0.031 1.247 -1.005
H 0.313 -2.608 0.270 -0.336
H -0.557 2.853 -0.758 -0.173
H -1.072 2.417 -3.791 0.297
H 5.908 -1.853 0.993 0.394
C 1.410 -2.750 0.479 0.612
C -1.058 3.006 -2.859 -1.488
H 3.977 -0.834 -4.149 0.415
H -2.189 0.495 -3.957 0.347
H -2.005 3.557 -2.770 0.442
H -5.339 -7.091 1.512 0.347
C -0.568 7.306 0.417 -0.082
H 1.609 -2.335 1.486 0.433
C 2.185 2.111 -3.596 -1.161
H -7.013 -3.669 3.264 0.365
C 0.100 5.029 1.044 -0.332
H -0.889 -2.608 3.309 0.503
C -0.566 0.914 1.835 0.757
C -1.431 -1.331 1.625 0.291
H -5.154 -2.242 2.378 0.411
C 1.711 -4.290 0.410 -1.262
H 1.568 2.973 -1.683 0.285
C 3.906 -0.861 0.687 -0.079
H 5.518 -0.570 2.096 0.391
C 4.143 -1.212 -3.134 -1.609
C -0.745 -1.638 2.840 -0.564
H 0.293 0.063 -3.957 0.508
C 1.802 1.990 -2.122 -1.012
C -0.248 -0.219 -3.051 -0.664
H -0.251 3.753 -2.910 0.357
H 0.790 -1.047 4.259 0.552
Ni 0.679 -1.646 -1.084 -0.166
C 5.075 -1.401 1.534 -1.393
H 4.429 -2.255 -3.251 0.459
H -1.867 -1.221 -3.937 0.470
C -4.119 -3.887 1.398 0.263
H 2.980 2.866 -3.666 0.431
Br 1.651 1.585 3.483 -0.004

---

Entry 2:
83
Properties=species:S:1:pos:R:3:mulliken_charge:R:1 method="wB97M-V/def2-TZVPD" s_squared=6.016 de_lowest_kcal_mol=0.0 gap_ha="0.2612 / 0.2612" spin_multiplicity=5
H -0.053 4.491 -2.991 0.373
H -1.267 3.551 -0.932 0.066
O 2.996 -3.374 0.939 -0.301
H 4.097 -4.562 3.040 0.333
N 0.304 -0.346 2.386 1.094
N -3.202 0.042 -1.812 0.673
H -1.656 3.881 -3.393 0.414
C 3.324 -3.833 3.282 -1.414
H 1.459 4.595 -0.995 0.479
C -0.668 3.590 -3.040 -1.467
H -1.192 -5.991 0.380 0.386
C 0.082 -0.624 -3.082 -1.154
O 4.999 -0.352 -0.148 -0.665
C -0.166 -4.311 1.234 0.596
Cl 3.799 0.390 0.039 1.698
C -3.923 0.240 2.771 -0.610
O 3.942 1.751 -0.373 -0.686
C -3.278 0.658 -3.038 -0.651
H -3.863 3.510 2.894 0.370
C -0.823 -0.728 2.941 -1.169
C -0.804 2.917 -1.684 1.217
N -0.895 -0.300 4.216 0.033
C 3.907 -4.919 -1.742 -1.221
S -1.405 -1.381 -0.336 -0.107
H 0.815 -0.086 -2.476 0.423
H -0.392 -3.308 1.614 -0.227
O 0.735 -4.214 0.119 -0.406
C -3.800 1.569 0.967 -0.067
H -3.927 -0.012 3.817 0.631
S -3.623 2.963 0.030 -0.423
H 3.725 -3.050 -2.815 0.389
H 3.565 -3.382 4.245 0.422
C -4.219 -0.493 1.677 -0.830
H -0.377 4.750 0.660 0.330
H -3.363 2.381 4.180 0.345
C 1.385 3.817 -0.232 -0.573
H 3.210 -5.466 -2.377 0.315
H -2.205 2.908 2.930 0.160
H -4.722 -1.328 -0.823 -0.158
H -1.670 -0.448 4.837 0.230
C 3.252 -2.762 2.221 0.236
H -4.178 1.159 -3.346 0.495
C -3.245 2.646 3.130 -0.858
H 4.299 -2.867 -1.156 0.125
C -1.427 -5.005 0.780 -1.495
H 1.953 0.798 3.144 0.567
H 1.101 4.861 1.617 0.449
N -4.140 0.321 0.569 0.418
N -1.272 -0.191 -2.799 0.509
O 2.734 -0.241 -0.795 -0.596
H -4.493 -1.528 1.583 0.518
C 3.629 -3.435 -1.801 0.021
H 0.334 -4.870 2.029 0.238
H -1.742 0.852 -4.625 0.535
C -2.089 0.515 -3.665 -0.698
C -1.979 -0.476 -1.678 -1.007
H 2.397 3.544 0.066 0.388
H 4.192 -2.219 2.131 0.369
H 2.471 -2.030 2.442 -0.202
H -1.627 -1.245 2.441 0.574
C 0.255 0.405 4.492 -0.970
C 0.524 4.214 0.957 -1.079
H 0.224 3.329 1.520 0.075
Cr 0.881 -0.574 0.215 0.835
N -3.649 1.521 2.322 0.363
H -2.110 -5.125 1.622 0.377
P 1.726 -2.955 0.049 1.554
H -5.340 0.513 -1.359 -0.154
H -1.413 2.014 -1.731 -0.768
O 2.262 -3.149 -1.432 -0.514
C 0.988 0.370 3.348 -0.837
H -0.226 2.918 -3.776 0.293
H -1.922 -4.413 0.011 0.258
O 0.459 1.391 0.050 -0.073
H 0.186 -1.690 -2.888 0.392
S 0.796 2.351 -1.094 0.241
H 4.922 -5.113 -2.092 0.414
H 2.372 -4.358 3.376 0.230
O 3.340 0.312 1.405 -0.692
H 3.816 -5.288 -0.722 0.241
H 0.438 0.858 5.449 0.451
H 0.291 -0.425 -4.131 0.274
B -4.459 -0.148 -0.872 -0.342

---

Entry 3:
77
Properties=species:S:1:pos:R:3:mulliken_charge:R:1 method="wB97M-V/def2-TZVPD" gap_ha=0.2443
H -4.372 -0.777 -3.445 0.285
H -2.178 4.038 -1.669 0.443
C 3.152 -2.904 -3.067 -0.593
C 5.415 -1.832 4.028 -0.768
C 4.178 3.070 -1.722 -0.677
H 2.532 -3.392 1.986 0.343
H -2.274 4.352 0.597 0.422
C -6.570 0.309 -2.072 -1.656
H 4.365 5.130 -1.309 0.364
H -6.822 0.802 -1.103 0.373
C -2.958 1.035 -0.133 -0.473
H -0.315 2.495 0.705 0.039
H -0.270 1.675 -0.895 0.292
C -4.073 -1.569 -0.023 -0.620
O 0.311 1.640 2.835 -0.479
H 6.246 -3.675 -1.928 0.376
H -4.307 -2.624 -0.085 0.356
C 4.035 4.157 -0.936 -0.451
C 3.385 1.608 0.017 0.470
C 3.895 1.756 -1.237 -0.282
C 3.408 4.029 0.347 -0.500
C 2.680 -2.077 -2.073 -0.514
C -4.044 0.652 -0.961 -0.456
H -2.657 2.576 -2.567 0.388
H 3.177 4.865 1.000 0.393
C -2.773 3.093 -1.613 -2.223
O 2.371 0.577 3.812 -0.442
C -2.294 2.417 -0.322 2.621
Sb 2.996 -0.479 0.648 1.116
H -7.555 -0.020 -2.583 0.407
H -6.202 -2.940 -0.965 0.359
C 4.000 -3.694 3.628 -0.564
C -4.652 -0.624 -0.880 -0.071
C 4.412 -3.396 -3.062 -0.428
H 3.581 -4.659 3.900 0.401
H 2.434 2.555 1.701 0.146
Be -0.383 0.162 2.092 0.066
H -6.050 1.067 -2.757 0.270
C -6.738 -2.016 -1.182 -1.724
C 4.861 -2.340 -1.002 -0.456
H -3.809 3.394 -1.549 0.458
H 4.631 3.178 -2.714 0.360
H -7.538 -2.352 -1.845 0.439
H -7.247 -1.584 -0.270 0.337
C 3.606 -1.750 -1.036 0.343
H -0.358 3.443 -0.686 0.499
C 3.634 -1.606 2.422 0.442
O 0.202 -0.651 3.461 -0.366
C -5.198 -1.470 -3.115 -1.473
S 0.580 -0.632 0.241 -0.489
H 6.243 -1.307 4.508 0.367
H -5.964 -1.610 -3.914 0.387
H -3.814 3.328 0.914 0.371
H 4.726 0.061 3.163 0.500
C 3.038 2.773 0.789 -0.266
O 0.420 1.062 5.201 -0.627
C 4.606 -1.001 3.234 -0.348
H 2.469 -3.199 -3.856 0.362
C -2.556 0.167 0.888 1.047
H 5.795 -3.712 4.867 0.341
H -2.256 3.123 1.761 0.302
C 5.081 -3.133 4.268 -0.323
Br -2.551 -2.464 2.195 -0.247
C -0.730 2.471 -0.311 -1.642
H 4.148 0.901 -1.857 0.417
H 1.699 -1.688 -1.949 0.472
H -4.374 1.351 -1.709 0.259
O -1.847 0.574 1.906 -0.642
H 4.715 -3.938 -3.933 0.383
H -4.693 -2.474 -2.995 0.314
C -2.734 3.366 0.812 -1.572
H 5.534 -2.111 -0.186 0.367
Cl 0.926 0.686 3.901 1.495
C 5.270 -3.191 -1.991 -0.553
C 3.384 -2.962 2.571 -0.345
C -3.162 -1.119 0.905 -0.084
C -5.824 -0.967 -1.795 2.165

---

Entry 4:
82
Properties=species:S:1:pos:R:3:mulliken_charge:R:1 method="wB97M-V/def2-TZVPD" s_squared=8.764 gap_ha="0.0589 / 0.2834" spin_multiplicity=6 total_charge=-1
C 0.099 -1.513 4.245 -1.157
C -2.424 2.628 -2.103 -1.372
C -2.173 -2.514 -1.558 0.678
P 0.127 2.624 -0.897 0.849
H 0.550 -1.309 5.226 0.385
H -0.257 -5.140 -2.197 0.362
H 0.525 -2.433 3.839 0.228
C 2.247 4.085 -2.010 -2.529
H -1.219 4.018 2.310 0.638
C 1.116 -3.494 1.159 -1.346
H 2.272 3.728 1.047 0.532
H 1.147 -4.035 2.115 0.525
C -0.550 -0.271 1.599 0.259
C -3.142 -1.786 -0.624 -1.541
H -2.333 1.572 -2.395 -0.087
H 2.518 1.037 -0.353 -0.256
H -1.707 5.113 -1.134 0.069
H -1.461 0.354 1.641 0.551
H -0.237 -4.719 0.015 0.886
H 2.558 -2.583 -1.328 0.154
H 1.384 2.359 1.776 -0.550
H 1.627 2.086 -2.607 0.549
H 1.935 -3.860 0.528 0.280
C -0.251 -3.739 0.508 0.510
H -2.071 3.834 0.765 0.725
H -0.649 1.072 -0.550 0.161
H 1.237 3.999 2.462 0.927
C -0.088 1.487 4.138 -1.054
C 2.049 -2.507 -2.302 -1.373
H -0.980 -1.640 4.374 0.259
C -1.424 -3.723 1.495 -1.549
C -1.157 4.844 -2.048 -2.570
H -1.185 1.510 4.206 0.305
H 0.110 -2.781 -3.180 0.593
H 3.626 1.462 -1.657 0.515
C 2.923 1.884 -0.926 -1.300
H 2.777 0.020 3.918 0.429
H -2.470 -4.617 -1.080 0.274
H 2.188 4.728 -1.118 0.273
C -1.210 3.483 1.348 -1.129
H 1.305 -2.425 1.367 -0.206
H -2.859 2.667 -1.092 0.278
Cl -0.154 -0.084 -2.671 -0.635
H -1.789 -2.727 1.769 0.221
H -3.117 3.121 -2.799 0.597
C -1.051 3.318 -2.168 1.338
Ru -0.018 -0.575 -0.306 -0.487
H 1.382 -5.023 -1.482 0.281
H 1.611 4.511 -2.796 0.307
H 3.286 4.103 -2.367 0.658
C 0.108 3.722 0.613 0.479
H 0.258 2.443 3.728 0.066
H 2.689 0.942 2.395 0.296
H -4.022 -1.504 -1.217 0.562
H -3.659 -3.902 -2.196 0.496
C 2.333 0.040 2.909 -0.981
H 2.652 -3.040 -3.051 0.505
H -1.703 5.241 -2.920 0.889
P -0.459 -2.607 -0.913 -0.532
H -2.716 -0.866 -0.192 0.047
Si 0.497 -0.007 3.175 0.352
H 1.553 -0.701 -0.026 0.121
H -2.274 -4.291 1.096 0.333
H 0.314 1.381 5.155 0.417
H -1.353 2.409 1.559 -0.254
H 2.687 -0.839 2.354 0.318
H 0.167 4.787 0.298 0.183
H -1.089 -4.212 2.424 0.464
H 2.010 -1.450 -2.591 0.155
H -2.027 -4.288 -2.785 0.307
C 0.729 -4.667 -2.288 -1.728
H -3.488 -2.445 0.190 0.249
C -2.600 -3.926 -1.925 -1.549
C 1.818 2.651 -1.675 1.126
H 1.162 -4.971 -3.247 0.500
C 0.649 -3.141 -2.285 1.191
H -0.590 3.053 -3.139 0.310
C 1.319 3.433 1.516 -1.973
H -0.867 -1.343 1.674 -1.091
H 3.508 2.527 -0.249 0.249
H -0.164 5.317 -2.018 0.341
H -2.060 -1.893 -2.469 0.699

---

Entry 5:
17
Properties=species:S:1:pos:R:3:nbo_charge:R:1 method="wB97M-V/def2-TZVPD" de_lowest_kcal_mol=42.9 gap_ha=0.3864 smiles="COC[C@@H](C)C=O"
H 3.279 0.600 0.168 0.196
C -2.189 -0.439 -0.375 -0.611
H -2.284 -1.379 -0.928 0.210
O 1.565 -0.212 -0.527 -0.551
C -0.627 1.465 0.170 0.446
H -2.971 0.242 -0.723 0.224
O -1.369 1.847 1.044 -0.524
H 0.257 -0.975 0.907 0.174
C 0.321 -0.783 -0.176 -0.046
H -2.372 -0.631 0.686 0.221
H 2.904 -1.001 0.863 0.170
H 0.200 -1.749 -0.687 0.185
H -0.654 0.393 -1.658 0.222
H 0.274 2.050 -0.108 0.117
C -0.811 0.169 -0.593 -0.353
H 2.005 0.446 1.402 0.167
C 2.474 -0.044 0.535 -0.248

---

Entry 6:
10
Properties=species:S:1:pos:R:3:nbo_charge:R:1 method="wB97M-V/def2-TZVPD" de_lowest_kcal_mol=6.1 gap_ha=0.4133 smiles="N#CCC(N)=O"
C -0.769 -0.137 0.506 0.687
H -0.550 0.773 -1.325 0.400
N 2.156 1.120 -0.606 -0.312
O -1.405 -0.295 1.524 -0.574
N -1.183 0.606 -0.559 -0.820
C 1.541 0.229 -0.199 0.273
H -1.886 1.311 -0.410 0.410
C 0.610 -0.791 0.289 -0.614
H 0.952 -1.221 1.232 0.280
H 0.536 -1.596 -0.451 0.269

---

Entry 7:
50
Properties=species:S:1:pos:R:3:nbo_charge:R:1 method="wB97M-V/def2-TZVPD" de_lowest_kcal_mol=8.4 gap_ha=0.2770 total_charge=+1
C -16.330 -7.142 -2.176 0.171
C -10.688 -6.369 -0.863 -0.945
Cu -14.314 -5.351 -1.043 0.792
C -14.390 -7.969 3.440 -0.170
C -16.075 -5.296 -5.410 -0.146
H -15.312 -3.263 -5.592 0.231
H -17.254 -9.192 0.902 0.235
As -10.821 -4.538 -0.224 1.433
H -10.662 -3.863 2.135 0.254
H -11.551 -6.867 -0.469 0.254
C -15.026 -8.313 2.245 -0.226
C -14.455 -5.655 2.738 0.251
H -13.311 -2.822 -3.122 0.252
C -16.009 -7.589 0.130 0.206
H -13.086 -4.341 3.650 0.209
C -17.393 -8.037 -2.260 -0.216
C -17.628 -8.797 -1.124 -0.131
H -9.016 -4.163 1.616 0.259
H -18.368 -9.590 -1.151 0.230
C -10.058 -4.564 1.577 -0.970
H -14.688 -3.640 3.518 0.240
N -15.191 -5.166 -2.821 -0.556
H -13.659 -3.719 1.975 0.254
C -15.314 -7.278 1.329 0.136
H -10.356 -2.476 -1.653 0.266
H -17.128 -7.064 -4.880 0.230
C -16.990 -8.576 0.084 -0.221
H -8.882 -2.863 -0.623 0.252
C -14.044 -6.668 3.683 -0.234
H -14.219 -8.752 4.146 0.226
C -9.702 -3.267 -1.237 -0.943
H -14.708 -2.545 -2.164 0.244
C -15.401 -4.169 -4.971 -0.231
C -16.496 -6.267 -4.510 -0.218
H -13.459 -6.382 4.560 0.225
H -14.705 -2.035 -3.897 0.237
H -15.220 -9.355 2.039 0.226
H -17.889 -8.183 -3.211 0.234
C -13.945 -4.225 2.942 -0.661
C -14.437 -2.821 -3.173 -0.665
S -12.829 -3.825 -0.503 -0.734
C -14.973 -4.104 -3.593 0.261
N -15.639 -6.936 -1.018 -0.507
H -9.271 -3.861 -2.061 0.246
H -10.846 -6.199 -1.992 0.251
C -15.978 -6.206 -3.211 0.168
N -15.095 -5.953 1.658 -0.437
H -10.179 -5.546 2.053 0.253
H -9.752 -6.844 -0.648 0.252
H -16.229 -5.414 -6.478 0.232

---

Entry 8:
11
Properties=species:S:1:pos:R:3:nbo_charge:R:1 method="wB97M-V/def2-TZVPD" de_lowest_kcal_mol=86.3 gap_ha=0.4193
H 1.977 0.367 -2.492 0.188
N 1.033 0.781 -0.555 -0.499
C 1.184 0.344 -1.646 0.261
H -1.056 0.658 3.092 0.169
O -0.678 0.726 1.112 -0.515
H -0.174 -0.728 -3.086 0.444
O -0.037 -1.243 2.225 -0.539
N -0.770 -0.389 -1.072 -0.300
N 0.153 -0.294 -2.197 -0.419
C -0.200 0.330 -0.155 0.564
C -0.641 -0.148 2.227 0.646

---

Entry 9:
61
Properties=species:S:1:pos:R:3:nbo_charge:R:1 method="wB97M-V/def2-TZVPD" de_lowest_kcal_mol=96.3 gap_ha=0.3258
H -3.517 -2.625 0.399 0.489
H -2.972 0.540 0.134 0.217
O 2.858 2.527 -1.502 -0.992
H 0.812 0.419 -2.560 0.481
H 4.117 -1.033 -2.791 0.460
C -2.056 0.204 -0.315 -0.564
H 1.792 1.725 1.768 0.472
H -3.736 0.835 3.012 0.479
O 3.717 -0.756 -1.972 -0.986
H 0.938 0.099 4.209 0.494
H 1.999 2.523 -1.050 0.504
H -0.436 -0.034 1.076 0.175
H 0.117 0.732 -0.264 0.204
H 0.189 -1.987 2.178 0.505
H -2.096 -3.461 -1.944 0.470
O -1.743 -4.290 -1.546 -0.962
H -0.312 -0.832 -3.896 0.511
O 2.846 -3.129 -0.789 -0.989
H -2.042 2.967 2.339 0.493
H 3.624 -1.629 -1.508 0.499
H -2.089 -0.910 -0.300 0.259
H -0.084 3.653 -0.052 0.506
O -2.015 3.742 1.734 -0.969
H 2.459 2.851 -3.458 0.486
O 1.019 0.146 3.255 -0.989
H -1.120 1.615 0.832 0.253
H 0.125 0.252 2.884 0.499
O -2.586 -2.516 0.519 -0.991
H 2.087 -0.683 1.856 0.492
C -0.797 0.682 0.400 -0.637
O -0.554 -1.740 -3.657 -0.977
H 2.024 -2.868 -1.236 0.503
H -2.802 3.620 1.196 0.474
S -2.488 2.630 -2.173 -0.154
H 2.852 -1.680 2.679 0.482
S -2.077 0.641 -2.100 0.044
O 1.763 2.861 -4.054 -0.996
H -2.276 0.955 3.673 0.512
H -2.745 -0.969 4.471 0.470
H 2.251 0.641 -3.205 0.518
H -0.344 -2.287 -4.399 0.487
H 0.120 -2.138 -0.396 0.474
H 3.552 2.360 -0.871 0.472
H -1.368 -2.287 2.102 0.504
O 0.752 3.710 -0.521 -0.975
O -1.846 -0.604 4.429 -0.995
O 2.376 -1.608 1.833 -0.972
H -1.389 -1.380 3.959 0.513
H 0.832 2.625 2.549 0.476
H 1.417 4.269 -0.137 0.492
H 1.292 2.044 -4.220 0.492
H 2.767 -3.062 0.158 0.493
H -2.138 -3.332 0.218 0.520
H -0.805 -4.142 -1.727 0.497
O 1.328 0.409 -3.375 -0.988
O -2.923 1.323 3.015 -1.003
H -0.100 -2.013 -1.917 0.516
O -0.607 -2.228 2.691 -0.987
H -1.158 3.006 -2.113 0.167
O 0.180 -2.652 -1.204 -0.988
O 1.020 2.272 1.683 -0.942